Record 1
The following is a DFT calculation (the ωB97M-V functional and the def2-TZVPD basis) of a cluster of 3 separate species, C26H31NO11 in total.

Calculated values
E_HOMO: -0.330 hartree
Charge: 0

Each line ends with the natural charge from an NBO analysis.
Atoms and positions in Å:
C 2.064999 0.214835 7.775445  -0.64
H -3.684554 -2.310752 -4.564510  0.18
C 1.184860 -1.294918 4.685008  0.98
C 1.895277 -0.362633 0.665981  -0.09
C -4.260469 0.766003 0.766079  -0.19
C 2.470447 2.795519 -1.669054  -0.24
H -4.311438 3.501566 -1.957614  0.22
C -2.782588 -0.677708 -0.593196  0.79
O -2.567502 -3.684271 -5.598051  -0.49
C 4.032173 3.621526 -3.810496  -0.20
H 0.625903 -2.011928 7.298113  0.19
C 2.763891 4.161314 -3.629475  -0.23
C 4.515777 2.684095 -2.911657  -0.24
H -4.970486 -4.043673 -3.489117  0.20
H -1.849295 -1.926170 -3.194057  0.24
N -0.499013 -0.375650 -0.555297  -0.37
O 1.944433 -0.458797 5.425271  -0.49
C 0.620530 -0.830233 -1.311587  0.88
H -0.757211 -0.904718 7.116119  0.21
O -4.465674 -4.814376 -5.347192  -0.50
H 0.645715 0.874943 6.283473  0.19
H -3.598744 -5.179435 -3.511625  0.18
O 1.793524 -0.475471 -0.767933  -0.52
O 0.527306 -1.437142 -2.334208  -0.56
H 4.606950 0.416586 2.624148  0.21
H -3.032093 1.409430 -2.330997  0.23
H 0.987411 4.141229 -2.417522  0.21
C -4.089311 -4.359598 -4.041940  -0.09
C 3.325243 0.036369 0.972702  0.08
C -3.452304 -4.510940 -6.196672  0.97
H 3.033557 -0.262388 7.636361  0.24
O -3.360446 -4.920358 -7.307482  -0.58
C 4.303111 1.250143 -0.864017  -0.09
H 3.981799 -0.747894 0.578013  0.18
C -2.064960 -2.980748 -3.297733  -0.65
H -0.382850 0.626062 -0.397194  0.37
H 1.841399 2.485184 -0.846032  0.21
H 5.506764 2.269829 -3.062188  0.21
H -5.534044 3.837148 0.171133  0.22
H 1.234729 0.409214 1.067843  0.17
C -4.979360 2.924904 -0.005894  -0.18
C 1.176410 -0.035120 6.571572  0.06
C -4.293999 2.731505 -1.198177  -0.21
H 3.343221 -0.760402 3.002689  0.24
H 4.264631 0.252607 -1.306056  0.20
H -5.509483 2.095527 1.898714  0.22
C 0.208373 -1.192095 6.708752  -0.09
O -3.084609 -1.744532 -0.141137  -0.51
C -3.574314 1.565897 -1.408187  -0.20
O 1.468790 -1.683863 3.597406  -0.59
H -2.387225 -3.348180 -2.322523  0.22
O 3.602845 1.287715 0.364046  -0.55
C -3.131023 -3.228503 -4.348302  0.07
C -4.968994 1.937442 0.974982  -0.21
O -1.638291 -0.515547 -1.383988  -0.42
C -3.553789 0.581918 -0.420151  -0.12
H 2.238481 1.279116 7.923553  0.23
C 3.744457 2.266461 -1.831601  0.05
H 1.607228 -0.172874 8.685884  0.22
H 2.979743 0.986569 2.875514  0.21
H 4.634144 3.942415 -4.650306  0.21
H -1.132041 -3.469935 -3.571487  0.24
O 0.059849 -1.631673 5.353139  -0.49
H 2.387413 4.904306 -4.320431  0.21
C 3.558039 0.156290 2.465003  -0.63
C 1.981960 3.740154 -2.564023  -0.20
H 5.350704 1.515052 -0.680517  0.18
H 1.661768 -1.311072 1.148034  0.22
H -4.257744 -0.005280 1.524649  0.23

Forces on atoms 1 to 6 (eV/Å):
C 0.1 0.2 0.0
H -0.1 0.0 0.0
C 0.0 0.0 0.0
C 0.3 0.2 0.3
C -0.2 0.0 0.0
C -0.1 0.1 -0.2



Record 2
The following is a DFT calculation (the ωB97M-V functional and the def2-TZVPD basis) of a structure of composition C21H21N4O2RuS.

Calculated values
Energy above the lowest of the compared OMol25 structures with the same formula, charge and spin: 1.1282 eV
E_HOMO (alpha / beta): -0.522 / -0.523 hartree
Expectation value of S²: 0.76
Spin multiplicity: 2
Charge: +2

Each line ends with the natural charge from an NBO analysis.
Atoms and positions in Å:
H 3.328665 3.149283 -1.901884  0.20
C -3.008158 -4.696413 -0.556241  -0.17
H -0.237784 -0.743475 -3.634262  0.40
N -1.908320 -1.199578 -1.213904  -0.76
N 0.501404 -0.711599 -2.931701  -0.57
C 0.629140 -1.238134 0.021372  -0.01
H 3.911829 3.563446 -3.540744  0.24
H -2.408603 -5.958193 1.068400  0.25
C -0.461758 2.205082 1.182208  0.17
C -0.146417 -1.922061 0.974185  0.00
C 1.803333 1.243943 -2.889008  0.92
C 0.806819 2.718403 0.899048  -0.25
C 1.302383 -0.964913 2.665378  -0.16
C 2.101242 -0.366246 1.709616  -0.19
H 0.801019 -1.665648 -2.733101  0.42
C -1.227394 -2.825901 0.519225  -0.13
H 1.048338 4.916363 3.477373  0.25
C -1.984960 -2.532791 -0.612503  0.18
C 1.323342 3.684751 1.732116  -0.17
H 2.063133 -0.272788 -4.276828  0.44
C -1.164785 2.692655 2.285075  -0.26
H -2.263292 -1.263979 -2.165803  0.40
H -0.375479 -2.253502 3.067736  0.24
H 2.213661 3.895792 -3.088143  0.21
O 1.151119 1.633178 -1.907977  -0.68
H 2.981653 0.193124 1.994505  0.24
O 2.737977 1.914199 -3.481172  -0.45
C -2.293126 -4.993995 0.593247  -0.18
Ru -0.233306 0.143528 -1.095627  0.85
C 0.610745 4.156823 2.844590  -0.17
C -2.335739 1.018545 1.020549  -0.11
H 1.529590 -0.831602 3.714795  0.25
N 1.589662 0.022553 -3.434440  -0.46
H 2.464909 -0.186178 -0.406840  0.24
C 3.064578 3.234640 -2.951989  -0.26
C -0.641935 3.669871 3.133062  -0.19
C 0.219117 -1.771866 2.300651  -0.20
H -3.688469 -5.421270 -0.980967  0.25
H 1.370114 2.380182 0.044308  0.24
H -2.585303 -0.616604 -0.734740  0.40
H -3.441408 -3.207366 -2.039359  0.23
C 1.781452 -0.535803 0.359473  -0.27
H -3.082229 0.323397 0.666821  0.22
H -0.810111 -4.325787 1.986858  0.23
C -2.857996 -3.456029 -1.159416  -0.25
S -2.705532 1.925565 2.391880  0.58
N -1.166363 1.218782 0.457248  -0.50
H -1.203381 4.030836 3.983714  0.25
C -1.405153 -4.068981 1.120131  -0.16
H 2.301779 4.095760 1.523085  0.23

Forces on atoms 1 to 6 (eV/Å):
H 0.0 0.0 0.0
C 0.0 0.0 0.0
H 0.0 -0.1 0.0
N 0.0 0.5 0.6
N 0.2 -0.1 0.1
C -0.6 1.4 0.3



Record 3
The following is a DFT calculation (the ωB97M-V functional and the def2-TZVPD basis) of a structure of composition C3H12O3Rb.

Calculated values
Energy above the lowest of the compared OMol25 structures with the same formula, charge and spin: 0.9055 eV
E_HOMO: -0.526 hartree
Charge: +1

Each line ends with the natural charge from an NBO analysis.
Atoms and positions in Å:
O 2.111685 2.045946 0.698384  -0.76
H 0.367053 1.097861 -1.227593  0.15
C 2.644691 3.187254 0.030406  -0.27
H -3.226517 -2.949918 0.673883  0.18
H -1.323582 -0.265574 -0.626252  0.45
H 2.049115 3.507147 -0.824615  0.17
H -0.745646 0.747347 -2.625311  0.19
H 1.307124 2.275289 1.169217  0.46
C -2.407985 -3.429614 1.210537  -0.26
H -2.040053 -4.188289 0.519775  0.20
H 2.777348 4.056226 0.674910  0.19
O -1.386167 -2.429367 1.513968  -0.77
H -2.889218 -3.927960 2.052060  0.19
Rb 0.929132 -0.638327 1.297263  0.99
O -0.656522 -0.682481 -1.176533  -0.74
C -0.021456 0.347132 -1.915760  -0.26
H -1.801714 -1.565661 1.568186  0.46
H 0.762758 -0.165537 -2.472797  0.20
H 3.549954 2.978526 -0.539729  0.21

Forces on atoms 1 to 6 (eV/Å):
O 0.2 -0.6 -0.1
H 0.2 0.3 -0.4
C -0.1 0.8 -1.1
H 0.0 0.1 -0.1
H -0.4 -0.1 -0.2
H -0.9 0.0 0.2



Record 4
The following is a DFT calculation (the ωB97M-V functional and the def2-TZVPD basis) of a structure of composition C43H59BFMgN8O2S.

Calculated values
E_HOMO: -0.185 hartree
Charge: -1

Each line ends with the natural charge from an NBO analysis.
Atoms and positions in Å:
C 0.544207 -4.230227 2.298185  -0.12
H -5.164012 -0.474789 -1.510658  0.20
H 0.636105 3.200432 4.124661  0.19
H 2.118183 0.332022 -4.913299  0.19
C 1.096796 5.479152 -1.650546  -0.59
C -0.013334 3.357738 -2.562777  0.19
H -1.941809 -1.639153 -3.718480  0.19
H 5.121423 3.474330 -0.388936  0.20
H 1.334280 -1.169574 -5.434004  0.19
C 1.239200 -5.230480 2.966629  -0.24
H 3.676727 3.951849 -1.281781  0.22
H 5.112698 -2.744941 -0.762069  0.20
H 2.868118 -1.832420 -1.328809  0.27
H 3.178184 -5.838608 5.434704  0.21
H 5.270451 -1.049647 -1.242952  0.20
C -3.300607 -4.328317 -1.382508  -0.10
H 2.394080 4.007394 0.866552  0.22
C 0.055421 -3.147686 3.006994  -0.35
C 4.037548 3.455178 2.132413  -0.59
H 4.285802 4.485281 2.399346  0.20
C 3.763986 0.914201 0.323673  -0.38
C 2.230323 -6.230649 5.059441  -0.63
N 0.050418 1.145703 -2.332277  -0.37
C -4.827302 -0.509734 1.242446  -0.61
N -1.994323 -2.323578 -1.800777  -0.45
H 1.619919 -6.077208 2.406794  0.20
S -0.811799 -1.803029 2.208131  2.33
H 0.475469 1.664532 3.238837  0.25
H 1.674322 -2.472651 0.635722  0.23
C 1.457596 -5.159759 4.336441  -0.01
H -4.276587 -5.171071 -3.113284  0.20
H -3.890516 -5.786580 1.612756  0.20
H 2.453027 -7.068671 4.399424  0.21
H -0.153938 -2.222003 4.923607  0.23
O 0.128389 -0.707800 2.143443  -0.97
C 4.174875 4.013855 -0.313721  -0.59
H 1.293954 5.121652 -0.641129  0.21
H -0.314304 4.867788 1.510519  0.21
C -3.818129 -5.248483 -0.441463  -0.26
H 0.343314 1.569698 -6.393730  0.20
H -3.512031 1.707551 2.425933  0.21
O -2.003150 -1.611003 3.007205  -0.98
C -1.022867 4.656941 2.312671  -0.60
C 0.405515 2.750116 3.155079  -0.60
C -1.410963 5.103626 -1.442103  -0.59
H 5.343957 -1.500535 0.466079  0.19
N -1.554788 0.772752 -0.025305  -0.43
H 1.160413 3.082269 2.446257  0.20
C 4.855102 -1.720089 -0.487736  -0.60
H -4.346945 -0.878264 2.149348  0.24
H -1.668672 3.039023 3.536349  0.21
C -4.426706 0.242657 -1.140204  -0.59
H -0.738892 5.271256 3.171321  0.20
H 1.672346 -6.611617 5.916594  0.21
C -0.404421 0.855621 -6.038596  -0.60
N 1.696930 0.269652 -0.201163  -0.41
H -1.360662 4.640441 -0.457112  0.22
H 0.381407 -4.289697 1.229862  0.23
N -0.840491 1.753292 0.586070  -0.36
C 2.761004 -2.513242 0.672515  -0.59
H -2.017942 4.961604 1.983743  0.21
H 1.518275 -0.839396 -3.703659  0.27
C -0.146012 4.824991 -2.256440  -0.25
H 1.106819 -3.995052 6.105774  0.20
C -2.745872 1.590909 1.677970  -0.33
C -3.628279 -4.379194 -2.755244  -0.14
H 3.064632 -3.545564 0.477585  0.19
H -2.376676 -4.037329 2.365850  0.23
N 0.099855 2.340944 -1.681066  -0.35
H 3.078330 -2.238979 1.682844  0.20
H 4.825870 0.898760 0.504890  0.21
H -1.556459 6.179126 -1.311212  0.19
C 0.250872 -3.066009 4.379873  -0.17
H 4.968473 2.887282 2.072699  0.20
C -1.528680 2.240452 1.640293  0.20
H 1.976289 5.271340 -2.262246  0.21
H -0.287966 5.287398 -3.238270  0.20
H -5.373957 0.407836 1.479687  0.19
H -3.665807 0.387345 -1.908671  0.22
H -2.285173 4.694127 -1.950691  0.21
C 2.918260 2.001172 0.436561  0.19
N -1.092849 -2.244532 0.703247  -1.05
C -2.437635 -3.292300 -0.957974  0.19
C 2.949639 -0.153989 -0.080513  0.20
C -3.129203 -3.432282 -3.598281  -0.27
C -3.483601 -5.106097 0.873803  -0.17
C 3.341609 -1.571648 -0.379478  -0.27
F 0.797699 -1.974899 -1.939629  -0.94
H -0.783117 -0.403902 -4.358598  0.20
H 4.395360 5.063354 -0.102163  0.20
C -3.788286 -0.262400 0.155491  -0.26
H -3.349938 -3.436420 -4.657515  0.21
C -2.603168 -4.099857 1.311404  -0.30
C 1.324628 -0.382196 -4.674854  -0.60
H 3.435125 3.022867 2.930807  0.22
C -2.028538 -3.207433 0.421082  0.17
C -0.988643 3.174843 2.690703  -0.25
H -3.297258 -1.204280 -0.065662  0.23
H -4.930291 1.199278 -0.975165  0.20
H -4.482753 -6.034975 -0.778426  0.20
B 0.373280 2.368139 -0.148867  0.59
C 3.303135 3.408971 0.790668  -0.25
H -0.203161 3.341290 -4.753154  0.21
H -0.446761 0.036637 -6.759380  0.20
C -0.099048 2.803822 -3.824962  -0.40
C -0.031154 0.325504 -4.658659  -0.27
N 1.676958 1.581827 0.117425  -0.34
H 0.501360 3.498664 0.218147  -0.07
C -0.045859 1.414535 -3.624790  0.24
H -5.553966 -1.253194 0.906727  0.20
H -1.374079 1.357508 -6.029513  0.20
H 0.961551 6.562844 -1.603711  0.20
Mg -0.129417 -0.775506 -0.814286  1.80
C 0.951064 -4.063453 5.034555  -0.23
C -2.718742 0.681253 0.612587  0.19
C -2.323021 -2.408179 -3.061964  0.07

Forces on atoms 1 to 6 (eV/Å):
C 0.0 0.0 0.0
H 0.0 0.0 0.0
H 0.0 0.0 0.0
H 0.0 0.0 0.0
C 0.0 0.0 0.0
C 0.1 0.0 -0.1



Record 5
The following is a DFT calculation (the ωB97M-V functional and the def2-TZVPD basis) of a cluster of 2 separate species, CO5S2 in total.

Calculated values
Energy above the lowest of the compared OMol25 structures with the same formula, charge and spin: 0.0527 eV
E_HOMO: -0.377 hartree
Charge: 0

Each line ends with the natural charge from an NBO analysis.
Atoms and positions in Å:
C -1.917060 0.893925 0.191722  1.05
O 1.801833 -1.672704 -0.039209  -0.77
O 1.979546 0.803882 0.185319  -0.86
O -2.971999 0.856053 -0.230669  -0.48
O 0.455136 -0.044996 -1.475369  -0.88
S 1.131943 -0.202875 -0.283336  2.25
S 0.384757 -1.593935 1.023684  0.25
O -0.864155 0.960650 0.627857  -0.56

Forces on atoms 1 to 6 (eV/Å):
C -0.5 0.3 -0.2
O -0.1 0.7 -0.8
O 0.9 1.2 0.8
O -1.9 -0.2 -0.8
O -1.6 -0.1 -3.0
S 1.5 -3.3 2.9



Record 6
The following is a DFT calculation (the ωB97M-V functional and the def2-TZVPD basis) of a cluster of 2 separate species, C3H10N2O3 in total.

Calculated values
Energy above the lowest of the compared OMol25 structures with the same formula, charge and spin: 0.8667 eV
E_HOMO: -0.354 hartree
Charge: 0

Each line ends with the natural charge from an NBO analysis.
Atoms and positions in Å:
N -0.100597 -1.258869 -0.427057  -0.68
H -1.802583 2.381764 -0.315879  0.36
H 2.369789 1.757598 -1.553581  0.47
H 0.033578 -1.729624 -1.311781  0.41
H 2.137813 -0.835517 1.261874  0.48
H -0.311044 -2.123865 1.462194  0.17
C -1.012495 0.842703 0.655365  -0.32
O -1.189933 0.229867 -1.686120  -0.61
C 0.476768 -1.815618 0.775727  0.09
H -2.972478 1.386121 0.271173  0.36
O 2.519660 0.844274 -1.811043  -0.94
H 1.652343 0.428135 -1.604761  0.47
C -0.818846 -0.055991 -0.572451  0.66
H 1.157826 -2.616655 0.505184  0.18
H -1.207376 0.264477 1.552873  0.21
H -0.053364 1.337848 0.781145  0.23
O 1.202173 -0.856036 1.539126  -0.73
N -2.081234 1.819388 0.478013  -0.81

Forces on atoms 1 to 6 (eV/Å):
N -0.2 0.9 -0.1
H -0.5 0.1 -0.1
H 0.1 0.2 -0.1
H 0.0 0.0 0.2
H -0.7 0.0 0.0
H 0.0 -0.4 -0.1



Number 1: maximum force 0.7 eV Å⁻¹. Number 2: maximum force 1.8 eV Å⁻¹. Number 3: maximum force 1.4 eV Å⁻¹. Number 4: maximum force 0.7 eV Å⁻¹. Number 5: maximum force 4.6 eV Å⁻¹. Number 6: maximum force 1.8 eV Å⁻¹.